Record 1
# C11H10N2O2RuS

A molecular structure, C11H10N2O2RuS at a distorted geometry (ωB97M-V/def2-TZVPD, the Open Molecules 2025 dataset).

```
27
Properties=species:S:1:pos:R:3:forces:R:3
Ru -0.458491 -0.228478 -0.037999 -0.986 0.324 -0.789
O 0.439898 0.529671 -1.738499 0.283 0.052 0.065
C 0.066179 0.286260 -2.953806 0.067 -0.023 0.027
C 0.663201 0.977936 -4.034914 -0.045 0.005 -0.089
C 0.282534 0.739663 -5.335850 0.080 0.074 0.044
C -0.703466 -0.197993 -5.651732 -0.083 -0.073 -0.006
C -1.298029 -0.899335 -4.622887 -0.050 0.000 -0.055
C -0.927716 -0.661261 -3.301546 0.052 -0.160 0.007
C -0.283518 -2.522142 -1.462649 -0.150 0.128 0.149
N 0.365832 -2.130332 -0.383164 0.072 0.413 -0.350
C 1.495052 -2.897833 -0.295127 -0.016 -0.205 0.124
C 1.507142 -3.786317 -1.330555 -0.079 0.051 -0.008
N 0.365733 -3.536705 -2.060386 0.031 0.014 0.030
H 1.426822 1.707856 -3.800327 0.003 -0.005 0.020
H 0.762175 1.296819 -6.131933 -0.003 -0.004 -0.004
H -0.997048 -0.372536 -6.677442 0.002 0.005 0.000
H -2.068833 -1.632941 -4.829308 0.011 -0.009 -0.005
H 2.206812 -2.781523 0.502641 0.012 0.043 -0.023
H 2.208078 -4.552210 -1.608353 -0.005 -0.006 0.021
H 0.081066 -3.977642 -2.918166 0.021 -0.013 0.002
S -1.687720 -1.568542 -1.981224 0.452 -0.094 -0.059
C 0.334228 0.232365 3.177788 0.497 0.566 -0.302
C -0.284462 0.178025 1.811698 -0.532 -1.804 1.003
O -1.435592 -0.353006 1.761338 0.401 0.732 0.167
H -0.019905 1.102109 3.734699 -0.077 0.014 -0.067
H 1.417289 0.302687 3.101147 0.011 -0.019 0.073
H 0.031988 -0.665796 3.712732 0.030 -0.004 0.026
```
Positions in Å, forces in eV/Å.

- multiplicity = 1
- net charge = 0
- HOMO-LUMO gap (alpha / beta) (eV) = 7.3473 / 7.2785
- energy (eV) = -32059.5134

In elementary charge units, the natural (NBO) charges are: Ru 0.62; O -0.72; C 0.37; C -0.29; C -0.17; C -0.30; C -0.17; C -0.35; C 0.21; N -0.43; C -0.07; C -0.09; N -0.50; H 0.22; H 0.21; H 0.21; H 0.21; H 0.23; H 0.23; H 0.44; S 0.34; C -0.72; C 0.39; O -0.58; H 0.24; H 0.23; H 0.24

Record 2
# C11H10N2O3

C11H10N2O3 in the gas phase at a distorted geometry (ωB97M-V/def2-TZVPD, the Open Molecules 2025 dataset).

```
26
Properties=species:S:1:pos:R:3:forces:R:3
C 3.232517 -1.650133 -0.153978 -1.137 -0.245 -0.966
C 1.809397 -1.834510 0.559555 1.192 -1.636 0.700
N 1.302050 -0.628352 1.275939 0.921 1.395 -1.914
C 1.287695 0.576041 0.446841 -2.672 2.162 -1.688
C 0.165816 1.218922 -0.147068 -0.349 -0.597 0.560
C -1.399495 0.825774 -0.090901 0.961 -1.244 0.161
C -1.670389 -0.681406 0.051144 -4.011 1.641 -0.255
C -3.190073 -1.101188 0.060717 2.204 5.423 -0.320
C -4.123982 0.145433 -0.058356 1.447 -0.440 0.076
C -3.660848 1.607630 -0.177919 1.867 -3.259 0.290
N -2.278279 1.929227 -0.180390 -1.689 -3.905 0.194
C 0.589485 2.526205 -0.961877 -2.116 -0.437 -0.397
O -0.092928 3.099183 -1.829041 3.559 -1.813 3.571
O 1.907744 2.818889 -0.474633 -1.247 -1.812 -1.148
C 2.457275 1.564510 -0.005075 3.398 -0.388 0.367
O 3.693676 1.435601 -0.036163 -4.841 0.292 0.464
H 4.050305 -1.252059 0.529770 -1.227 -0.512 -1.000
H 3.051901 -0.970431 -1.073109 0.674 -0.883 1.595
H 3.501251 -2.679528 -0.609146 -0.267 1.635 0.952
H 1.943939 -2.653217 1.368120 -0.325 1.316 -1.231
H 1.094083 -2.277699 -0.215084 0.699 0.820 0.855
H 0.404783 -0.788241 1.750602 0.538 0.324 -0.549
H -0.845598 -1.476329 0.145877 -1.436 1.651 -0.352
H -3.550408 -2.173080 0.152583 0.458 1.723 -0.151
H -5.257804 -0.044395 -0.044668 1.959 0.347 -0.069
H -4.422113 2.463151 -0.283739 1.439 -1.557 0.254
```
Positions in Å, forces in eV/Å.

- multiplicity = 1
- net charge = 0
- HOMO-LUMO gap (eV) = 8.1756
- relative energy (zero: lowest compared OMol25 entry of this formula, charge and spin) (kcal/mol) = 124.0
- energy (eV) = -20686.6093

In elementary charge units, the natural (NBO) charges are: C -0.63; C -0.22; N -0.63; C 0.10; C -0.13; C 0.16; C -0.26; C -0.17; C -0.26; C 0.03; N -0.40; C 0.78; O -0.49; O -0.51; C 0.76; O -0.51; H 0.24; H 0.21; H 0.22; H 0.20; H 0.17; H 0.40; H 0.24; H 0.24; H 0.23; H 0.23

Record 3
# C11H10N2O4Pt

A molecular structure, C11H10N2O4Pt at a distorted geometry (ωB97M-V/def2-TZVPD, the Open Molecules 2025 dataset).

```
28
Properties=species:S:1:pos:R:3:forces:R:3
Pt -0.587921 0.402249 -0.115249 0.891 -0.596 0.212
O -1.718043 -2.465106 -0.620630 1.218 3.936 0.662
C -1.311135 -1.394132 -0.427335 -1.383 -4.081 -0.743
C 0.642950 1.868516 0.299531 2.902 2.851 1.002
O 1.404752 2.700488 0.563482 -2.788 -2.604 -0.944
C -0.921127 0.155497 1.819825 -1.409 0.088 2.645
O -0.994914 -0.084755 2.941980 0.529 0.479 -2.951
C 0.010882 0.471077 -1.998241 0.044 0.619 -2.995
O 0.477178 0.423930 -3.048722 -0.968 -0.066 2.929
C -4.161487 2.137866 -0.894443 0.180 0.397 0.066
H -4.264906 1.752776 -1.919772 0.090 0.177 0.536
H -4.707704 1.603297 -0.103543 0.313 0.254 -0.391
C -3.486505 3.270356 -0.637901 -0.196 -0.094 -0.067
H -3.458298 3.712067 0.376422 0.016 -0.354 -0.692
H -3.014093 3.858568 -1.447950 -0.292 -0.455 0.570
N 5.262063 -3.525748 1.047281 -1.902 0.717 -1.181
C 4.171612 -2.785097 0.815756 -0.139 0.231 0.148
C 3.738212 -1.768819 1.709068 -0.493 1.080 0.935
C 2.586656 -1.013066 1.442951 0.504 -0.257 0.189
N 1.834106 -1.192038 0.338968 1.017 -0.712 0.271
C 2.211662 -2.157152 -0.524840 0.430 -0.368 -0.004
C 3.348922 -2.948811 -0.327103 -0.828 -0.337 -1.349
H 5.793248 -3.368859 1.870497 0.789 -0.080 0.781
H 5.509713 -4.237184 0.371624 0.368 -0.196 0.142
H 4.290084 -1.554041 2.621665 -0.017 -0.094 -0.132
H 2.251567 -0.224733 2.155421 0.416 -0.726 -0.599
H 1.565957 -2.307290 -1.420520 0.687 0.070 0.772
H 3.583485 -3.701946 -1.079596 0.019 0.121 0.187
```
Positions in Å, forces in eV/Å.

- multiplicity = 3
- net charge = +2
- HOMO-LUMO gap (alpha / beta) (eV) = 6.4797 / 3.5687
- relative energy (zero: lowest compared OMol25 entry of this formula, charge and spin) (kcal/mol) = 1.6
- energy (eV) = -25965.9954

In elementary charge units, the natural (NBO) charges are: Pt 0.50; O -0.34; C 0.45; C 0.46; O -0.34; C 0.47; O -0.34; C 0.47; O -0.34; C -0.41; H 0.21; H 0.20; C -0.40; H 0.21; H 0.21; N -0.47; C 0.21; C -0.15; C 0.03; N -0.37; C 0.03; C -0.16; H 0.44; H 0.45; H 0.26; H 0.24; H 0.24; H 0.26

Record 4
# C11H10N6O3S

C11H10N6O3S in the gas phase at a distorted geometry (ωB97M-V/def2-TZVPD, the Open Molecules 2025 dataset).

```
31
Properties=species:S:1:pos:R:3:forces:R:3
N -0.071349 2.767552 3.855625 -0.264 0.307 0.418
C 0.581977 1.997976 2.959286 0.912 -0.773 0.210
N 0.239159 1.859410 1.722577 -1.040 1.115 0.544
N 0.994292 0.995356 1.057107 0.727 -0.600 -0.832
C 1.927365 0.449934 1.739134 0.192 0.291 0.712
C 2.875305 -0.570703 1.225978 0.185 -0.228 0.012
C 2.430708 -1.955138 1.676680 0.091 0.254 -0.276
O 2.988022 -2.621415 2.513239 0.145 -0.092 0.199
N 1.293898 -2.403601 1.058440 -0.371 -1.190 0.437
N 0.660676 -1.673470 0.143606 -0.213 0.399 -0.679
C -0.444819 -2.047302 -0.357340 0.373 -0.531 0.553
C -1.118744 -1.202721 -1.324022 -0.452 0.445 -0.591
C -2.265397 -1.652551 -1.981446 0.260 0.059 0.181
C -2.922790 -0.844394 -2.893817 0.037 0.063 -0.017
C -2.448906 0.425745 -3.164501 0.113 0.201 0.005
C -1.303780 0.870128 -2.509963 -0.447 -1.215 0.248
N -0.800097 2.192529 -2.801911 0.184 0.427 -0.139
O -1.546193 2.958637 -3.375502 -0.178 0.252 -0.149
O 0.334997 2.449576 -2.472421 0.284 0.093 0.120
C -0.634649 0.078603 -1.594249 -0.062 0.145 -0.127
S 1.963180 0.995029 3.422178 -0.614 0.232 -0.723
H 0.414180 3.035925 4.694257 -0.082 0.069 -0.086
H -0.718364 3.435274 3.468788 0.022 0.023 0.013
H 3.877000 -0.393571 1.618417 -0.045 -0.128 -0.087
H 2.867993 -0.525946 0.137073 0.074 0.086 0.073
H 0.921567 -3.308447 1.364216 0.173 0.328 -0.041
H -0.927387 -2.993014 -0.083128 0.067 0.037 0.059
H -2.643501 -2.643260 -1.774235 -0.037 -0.111 0.036
H -3.807664 -1.206062 -3.394516 -0.062 -0.014 -0.052
H -2.942613 1.076400 -3.869754 -0.018 0.015 -0.007
H 0.225934 0.453521 -1.059795 0.044 0.040 -0.016
```
Positions in Å, forces in eV/Å.

- multiplicity = 1
- net charge = 0
- HOMO-LUMO gap (eV) = 8.6118
- energy (eV) = -37483.9815

In elementary charge units, the natural (NBO) charges are: N -0.80; C 0.24; N -0.34; N -0.25; C 0.06; C -0.56; C 0.69; O -0.58; N -0.44; N -0.21; C 0.05; C -0.09; C -0.17; C -0.21; C -0.20; C 0.09; N 0.52; O -0.38; O -0.36; C -0.17; S 0.28; H 0.40; H 0.41; H 0.25; H 0.27; H 0.38; H 0.16; H 0.21; H 0.22; H 0.25; H 0.29

Record 5
# C11H11BrN2O4

C11H11BrN2O4 in the gas phase at a distorted geometry (ωB97M-V/def2-TZVPD, the Open Molecules 2025 dataset).

```
29
Properties=species:S:1:pos:R:3:forces:R:3
C 1.760182 3.000242 -0.390374 -0.130 0.151 0.069
O 2.429333 1.922890 -1.001435 0.135 -0.106 -0.122
C 1.611521 1.152005 -1.845570 0.125 0.058 -0.240
C 0.597696 0.347497 -1.069140 -0.097 -0.019 0.181
C 0.994943 -0.622294 -0.155181 0.026 -0.003 -0.014
Br 2.837963 -1.000652 0.080127 -0.133 -0.089 0.011
C 0.048621 -1.327311 0.589861 0.401 0.159 -0.206
C 0.430938 -2.379937 1.570203 0.011 -0.087 0.079
N -1.245890 -1.076373 0.449110 -0.585 0.177 -0.213
C -1.657270 -0.146831 -0.390911 0.733 -0.171 -0.062
O -2.971084 0.093896 -0.506860 -0.017 0.122 -0.079
C -3.784667 -0.489482 0.482543 0.016 -0.047 0.175
C -3.429188 0.068927 1.868961 -0.056 -0.117 -0.693
O -2.638404 0.943515 2.039495 -0.128 0.038 0.179
O -4.092299 -0.501213 2.882381 -0.152 -0.059 0.549
C -0.770827 0.596958 -1.195464 0.058 -0.787 0.715
C -1.278891 1.574421 -2.076492 -0.191 0.329 -0.268
N -1.696594 2.367320 -2.791422 -0.119 0.271 -0.250
H 0.981887 2.660136 0.303387 0.035 0.018 -0.008
H 2.517830 3.551675 0.161982 -0.085 0.047 0.023
H 1.300746 3.654279 -1.140576 0.008 0.014 0.031
H 2.292779 0.476441 -2.374028 -0.198 0.058 0.025
H 1.094998 1.788153 -2.578912 0.113 -0.100 0.078
H -0.462851 -2.804340 2.016754 -0.030 -0.006 0.001
H 1.006857 -3.163715 1.079728 0.053 -0.048 0.037
H 1.057000 -1.951575 2.351940 0.065 -0.034 0.048
H -3.668771 -1.581694 0.484892 -0.113 0.204 0.056
H -4.810109 -0.213912 0.219823 0.127 -0.064 0.074
H -4.695314 -1.204592 2.608135 0.130 0.093 -0.175
```
Positions in Å, forces in eV/Å.

- multiplicity = 1
- net charge = 0
- HOMO-LUMO gap (eV) = 9.1685
- relative energy (zero: lowest compared OMol25 entry of this formula, charge and spin) (kcal/mol) = 32.9
- energy (eV) = -92797.6281

In elementary charge units, the natural (NBO) charges are: C -0.26; O -0.52; C -0.10; C 0.05; C -0.15; Br 0.08; C 0.25; C -0.65; N -0.50; C 0.58; O -0.46; C -0.20; C 0.78; O -0.55; O -0.67; C -0.26; C 0.28; N -0.29; H 0.17; H 0.20; H 0.17; H 0.22; H 0.19; H 0.23; H 0.24; H 0.24; H 0.22; H 0.23; H 0.49

Record 6
# C11H11Cl17O3

5 unconnected molecules or ions with the total composition C11H11Cl17O3 at a distorted geometry (ωB97M-V/def2-TZVPD, the Open Molecules 2025 dataset).

```
42
Properties=species:S:1:pos:R:3:forces:R:3
C -0.941130 2.991117 -0.139909 0.255 -0.363 0.141
C -0.435391 2.129646 -1.304832 -0.233 0.378 -0.157
C -1.288671 0.898507 -1.570407 0.267 0.240 0.097
Cl -0.843525 0.257909 -3.185655 -0.080 0.012 -0.038
C -1.239786 -0.220004 -0.467727 0.436 -0.689 -0.742
C -2.651406 -0.691846 -0.086303 0.115 -0.015 0.113
C -0.303983 0.024215 0.751325 -0.508 -0.221 0.365
O 0.614471 -1.061186 0.763601 0.015 0.092 0.044
C 0.355805 -1.899254 -0.258743 0.136 0.079 0.023
O 0.897607 -2.940028 -0.430227 0.185 -0.106 -0.077
O -0.584212 -1.382698 -1.057058 -0.363 0.144 0.051
H -1.230289 2.406242 0.734800 -0.072 -0.032 -0.007
H -1.810885 3.580972 -0.427322 0.070 0.070 -0.048
H -0.131588 3.643719 0.184208 -0.229 0.167 -0.018
H 0.620029 1.863099 -1.211508 -0.057 -0.107 0.166
H -0.492824 2.752399 -2.199653 0.088 -0.102 -0.051
H -2.316456 1.227880 -1.702936 -0.043 -0.063 0.167
H -2.762777 -1.724883 -0.413068 -0.027 0.017 -0.017
H -2.798053 -0.676582 0.993365 -0.110 0.100 -0.025
H -3.428851 -0.109183 -0.574655 -0.033 0.067 0.118
H 0.249769 0.953557 0.764454 0.077 0.009 -0.170
H -0.896911 -0.063106 1.662928 0.087 0.268 0.057
Cl 0.683307 -5.906125 0.876690 -0.033 -0.026 0.006
C -0.370204 -6.524471 -0.392333 0.006 0.033 0.028
Cl -1.252681 -7.937948 0.207557 0.045 0.106 -0.047
Cl -1.527948 -5.280248 -0.875134 -0.014 0.005 0.002
Cl 0.601274 -6.994271 -1.789811 0.005 0.001 -0.018
Cl 2.285131 7.279902 1.659035 0.014 0.021 0.000
C 1.800039 6.509183 0.151650 -0.016 0.024 -0.029
Cl 2.470167 7.391826 -1.227268 -0.199 -0.037 -0.036
Cl 2.401242 4.847306 0.118537 0.042 -0.011 0.002
Cl 0.036804 6.509643 0.035834 0.001 0.029 -0.013
Cl 5.334422 8.026246 -0.192718 0.206 0.061 0.058
C 6.798700 8.603826 0.609250 0.001 -0.022 0.000
Cl 6.347523 9.543425 2.036259 0.000 0.008 0.012
Cl 7.786270 7.225293 1.101466 0.003 -0.007 0.000
Cl 7.718970 9.622930 -0.500164 0.002 0.005 -0.006
Cl -2.211877 -10.811300 1.147585 -0.023 -0.159 0.050
C -3.940322 -10.976785 1.471732 -0.002 0.018 -0.006
Cl -4.847546 -10.612320 0.002280 -0.010 0.004 -0.012
Cl -4.288462 -12.628577 1.988018 -0.001 -0.009 0.003
Cl -4.405755 -9.848027 2.746856 -0.006 0.010 0.012
```
Positions in Å, forces in eV/Å.

- multiplicity = 1
- net charge = 0
- HOMO-LUMO gap (eV) = 10.7493
- energy (eV) = -230607.8522

In elementary charge units, the natural (NBO) charges are: C -0.62; C -0.43; C -0.18; Cl -0.03; C 0.21; C -0.64; C -0.10; O -0.49; C 0.98; O -0.58; O -0.49; H 0.19; H 0.21; H 0.23; H 0.21; H 0.23; H 0.21; H 0.25; H 0.22; H 0.22; H 0.20; H 0.19; Cl 0.07; C -0.22; Cl 0.04; Cl 0.05; Cl 0.05; Cl 0.07; C -0.23; Cl 0.06; Cl 0.05; Cl 0.06; Cl 0.05; C -0.23; Cl 0.05; Cl 0.06; Cl 0.06; Cl 0.06; C -0.23; Cl 0.06; Cl 0.06; Cl 0.06